Record 1
Below is 2 unconnected molecules or ions with the total composition C6H12N3, with properties calculated with ωB97M-V/def2-TZVPD.

Cartesian coordinates (Å):
C: 1.529 0.889 1.147
C: 0.777 -0.444 -1.118
C: 2.519 0.654 0.086
C: 0.129 -0.791 0.169
C: -0.101 -2.185 0.596
C: -1.952 1.594 -0.251
N: 1.893 0.119 -1.085
N: 0.508 0.099 1.127
N: -2.116 0.070 -0.320
H: 1.472 1.621 1.817
H: 0.272 -0.787 -2.115
H: 3.073 1.670 -0.306
H: 3.468 -0.037 0.154
H: -0.972 -2.650 0.076
H: -0.202 -2.245 1.630
H: 0.468 -2.873 0.001
H: -1.392 1.995 -1.022
H: -2.959 2.218 -0.413
H: -1.384 1.720 0.705
H: -2.298 -0.314 -1.239
H: -2.733 -0.324 0.361

Values from the calculation:
Orbital gap (alpha / beta): 8.2 / 8.2 eV
HOMO level (alpha / beta): -13.6 / -13.6 eV
Charge: +1

These are the natural (NBO) partial charges, in e, on atoms 1 to 5: C 0.22; C 0.03; C -0.39; C 0.44; C -0.72

Record 2
Below is C21H19N3O2 in the gas phase, with properties calculated with ωB97M-V/def2-TZVPD.

Cartesian coordinates (Å):
O: -3.510 -3.169 -0.096
C: -3.200 -2.118 0.425
C: -4.124 -1.408 1.399
C: -3.977 0.117 1.360
C: -4.411 0.666 0.037
C: -5.440 1.503 -0.282
C: -5.389 1.681 -1.687
C: -4.334 0.940 -2.115
O: -3.737 0.324 -1.082
C: -2.523 0.493 1.670
C: -1.577 -0.220 0.756
N: -0.422 0.360 0.510
C: 0.435 -0.272 -0.310
N: 1.598 0.334 -0.575
C: 1.994 1.560 0.069
C: 3.092 1.251 1.085
C: 4.206 0.479 0.433
C: 5.481 0.484 0.987
C: 6.512 -0.228 0.405
C: 6.278 -0.957 -0.750
C: 5.015 -0.968 -1.308
C: 3.971 -0.258 -0.724
C: 2.615 -0.290 -1.382
N: 0.200 -1.456 -0.905
C: -0.953 -2.024 -0.651
C: -1.915 -1.462 0.195
H: -5.152 -1.709 1.186
H: -3.872 -1.769 2.402
H: -4.632 0.559 2.118
H: -6.146 1.937 0.396
H: -6.047 2.276 -2.286
H: -3.920 0.772 -3.089
H: -2.364 1.569 1.581
H: -2.288 0.206 2.700
H: 2.375 2.248 -0.695
H: 1.119 1.995 0.551
H: 2.666 0.652 1.895
H: 3.477 2.175 1.520
H: 5.660 1.056 1.886
H: 7.497 -0.213 0.848
H: 7.078 -1.514 -1.212
H: 4.825 -1.534 -2.208
H: 2.679 0.231 -2.350
H: 2.304 -1.319 -1.575
H: -1.143 -2.976 -1.131

Values from the calculation:
Orbital gap: 8.9 eV
Structure (SMILES): O=C1C[C@H](c2ccco2)Cc2nc(N3CCc4ccccc4C3)ncc21
HOMO level: -8.3 eV

These are the natural (NBO) partial charges, in e, on atoms 1 to 5: O -0.55; C 0.58; C -0.50; C -0.25; C 0.28

Record 3
Below is 22 unconnected molecules or ions with the total composition ClH42O21, with properties calculated with ωB97M-V/def2-TZVPD.

Cartesian coordinates (Å):
Cl: -0.459 0.400 0.092
O: -0.955 -2.003 2.460
H: -1.349 -1.626 3.247
H: -0.758 -1.248 1.905
O: 3.684 -3.761 0.220
H: 3.150 -2.972 0.315
H: 4.325 -3.702 0.928
O: -2.730 2.330 -1.118
H: -2.263 1.859 -0.428
H: -2.235 2.140 -1.915
O: 3.316 -0.356 -2.252
H: 2.541 -0.908 -2.355
H: 4.038 -0.976 -2.141
O: -1.099 -2.632 -1.414
H: -0.973 -1.813 -0.935
H: -0.324 -3.154 -1.205
O: 1.605 4.235 1.339
H: 2.336 4.260 0.722
H: 0.829 4.131 0.788
O: -4.270 4.458 -0.315
H: -4.031 4.628 0.597
H: -3.776 3.672 -0.549
O: -0.327 4.163 -0.574
H: -1.217 4.268 -0.912
H: 0.009 3.386 -1.021
O: 4.107 -0.269 3.040
H: 3.830 -1.158 2.817
H: 3.863 0.257 2.279
O: -2.052 -0.760 -3.387
H: -2.281 -1.329 -4.122
H: -1.670 -1.349 -2.736
O: 0.598 -4.293 2.306
H: 0.040 -3.523 2.415
H: 1.112 -4.333 3.112
O: 2.167 -1.781 0.367
H: 1.832 -1.943 -0.514
H: 1.651 -1.041 0.689
O: -4.162 -1.615 1.072
H: -4.047 -2.318 0.433
H: -4.210 -2.064 1.916
O: 1.836 -2.579 -2.242
H: 2.649 -3.025 -2.482
H: 1.234 -2.774 -2.960
O: 3.134 1.172 0.774
H: 2.202 1.332 0.922
H: 3.156 0.494 0.099
O: 0.042 1.078 -3.267
H: -0.196 0.667 -2.436
H: -0.560 0.695 -3.905
O: -3.896 -3.380 -0.836
H: -4.229 -4.266 -0.983
H: -3.062 -3.357 -1.305
O: -5.371 0.556 -0.480
H: -4.704 0.770 -1.132
H: -4.900 0.067 0.195
O: 1.822 2.783 -2.050
H: 2.613 2.616 -2.563
H: 1.176 2.167 -2.397
O: 1.340 2.487 5.295
H: 2.296 2.535 5.302
H: 1.118 2.262 4.391
O: 0.900 2.075 2.674
H: 0.307 1.592 2.098
H: 1.250 2.776 2.125

Values from the calculation:
Orbital gap: 9.2 eV
HOMO level: -7.7 eV
Charge: -1

These are the natural (NBO) partial charges, in e, on atoms 1 to 5: Cl -0.94; O -0.97; H 0.48; H 0.50; O -0.99

Record 4
Below is a molecular structure, C20H22BrN4O4PtS2Sb, with properties calculated with ωB97M-V/def2-TZVPD.

Cartesian coordinates (Å):
Pt: 0.912 -1.046 -0.309
O: 2.983 0.275 -0.040
S: 2.209 0.979 0.968
O: 2.950 1.929 1.797
O: 1.338 0.069 1.728
O: 1.257 1.988 0.164
N: -3.512 -0.986 0.200
C: -4.073 0.199 0.583
C: -5.457 0.293 0.797
C: -6.006 1.483 1.196
C: -5.202 2.622 1.394
C: -3.852 2.548 1.184
C: -3.276 1.334 0.774
S: -1.586 1.259 0.522
N: -1.236 -0.238 0.023
C: -2.186 -1.243 -0.053
C: -1.772 -2.536 -0.421
C: -2.652 -3.632 -0.608
C: -2.161 -4.851 -0.983
C: -0.782 -5.007 -1.182
C: 0.026 -3.916 -0.987
N: -0.435 -2.710 -0.621
H: -4.145 -1.765 0.108
H: -6.081 -0.580 0.646
H: -7.073 1.549 1.360
H: -5.652 3.552 1.711
H: -3.223 3.419 1.327
H: -3.719 -3.527 -0.466
H: -2.834 -5.686 -1.126
H: -0.356 -5.955 -1.477
H: 1.093 -3.998 -1.125
Br: 1.629 -1.062 -2.993
C: 2.935 -2.184 -2.182
C: 3.941 -2.786 -2.900
C: 4.829 -3.573 -2.179
C: 4.675 -3.708 -0.807
C: 3.622 -3.061 -0.184
N: 2.754 -2.317 -0.877
H: 4.030 -2.647 -3.968
H: 5.637 -4.079 -2.691
H: 5.361 -4.303 -0.222
H: 3.452 -3.131 0.882
C: 3.646 4.450 0.440
Sb: 1.683 3.814 0.837
C: 0.870 3.945 2.769
C: 0.480 4.712 -0.644
H: 3.675 5.534 0.542
H: 3.885 4.157 -0.580
H: 4.304 3.964 1.152
H: 0.703 4.992 3.016
H: 1.592 3.494 3.442
H: -0.064 3.389 2.773
H: 0.430 5.788 -0.478
H: -0.518 4.281 -0.628
H: 0.956 4.509 -1.602

Values from the calculation:
Orbital gap (alpha / beta): 6.6 / 6.8 eV
<S²>: 6.030
Multiplicity: 5
HOMO level (alpha / beta): -11.4 / -14.1 eV
Charge: +2

These are the natural (NBO) partial charges, in e, on atoms 1 to 5: Pt 1.18; O -0.94; S 2.54; O -0.98; O -0.95

Record 5
Below is 2 unconnected molecules or ions with the total composition C3H4Cl2O4S2, with properties calculated with ωB97M-V/def2-TZVPD.

Cartesian coordinates (Å):
C: -1.035 -1.352 -0.742
C: -1.551 -1.139 0.624
C: 2.595 1.650 -0.559
O: -0.704 1.191 -0.056
O: 1.330 -0.391 -0.016
O: 2.121 1.786 -1.629
O: -1.600 1.007 2.270
S: 0.287 0.067 -0.877
S: -1.926 0.664 0.913
Cl: 4.046 0.800 -0.251
Cl: 2.140 2.666 0.778
H: -0.491 -2.202 -0.856
H: -1.748 -1.290 -1.665
H: -2.405 -1.795 0.667
H: -1.059 -1.662 1.398

Values from the calculation:
Orbital gap: 9.9 eV
HOMO level: -9.6 eV

These are the natural (NBO) partial charges, in e, on atoms 1 to 5: C -0.57; C -0.70; C 0.43; O -0.91; O -0.93

Record 6
Below is a molecular structure, C4H3NaO5, with properties calculated with ωB97M-V/def2-TZVPD.

Cartesian coordinates (Å):
C: -0.784 -1.016 -0.402
C: 0.535 -0.835 -0.402
O: 0.991 0.407 0.081
C: 1.783 0.460 1.148
O: 1.874 -0.350 2.034
O: 2.270 1.696 1.184
H: -1.081 -1.957 0.078
H: 1.340 -1.488 -0.741
H: 2.654 1.875 2.052
O: -2.710 -0.776 -2.848
O: -2.626 0.800 -1.201
C: -2.331 -0.126 -1.930
Na: -1.914 1.309 0.948

Values from the calculation:
Orbital gap (alpha / beta): 5.9 / 5.9 eV
HOMO level (alpha / beta): -6.9 / -6.9 eV

These are the natural (NBO) partial charges, in e, on atoms 1 to 5: C -0.78; C 0.07; O -0.55; C 0.97; O -0.63

Record 7
Below is 11 unconnected molecules or ions with the total composition C50H91ClF6N16O2P, with properties calculated with ωB97M-V/def2-TZVPD.

Cartesian coordinates (Å):
C: -0.690 2.994 -2.061
C: 0.546 3.699 -2.614
N: 1.777 3.439 -1.900
C: 3.032 3.229 -2.381
C: 3.895 3.144 -1.317
N: 3.126 3.420 -0.201
C: 1.852 3.487 -0.561
C: 3.635 3.660 1.129
H: -1.549 3.155 -2.719
H: -1.032 3.417 -1.116
H: -0.611 1.912 -1.956
H: 0.356 4.771 -2.515
H: 0.712 3.540 -3.679
H: 3.262 3.230 -3.432
H: 4.968 3.139 -1.234
H: 1.094 3.859 0.119
H: 3.242 4.624 1.449
H: 4.706 3.863 1.086
H: 3.434 2.839 1.807
C: -6.620 2.511 5.176
C: -5.479 1.945 6.046
N: -4.366 1.449 5.249
C: -3.199 2.151 4.983
C: -2.388 1.269 4.365
N: -3.040 0.077 4.174
C: -4.232 0.219 4.769
C: -2.474 -1.108 3.558
H: -6.883 1.718 4.475
H: -6.348 3.428 4.657
H: -7.493 2.732 5.788
H: -5.887 1.150 6.666
H: -5.106 2.707 6.729
H: -3.102 3.196 5.217
H: -1.408 1.429 3.939
H: -5.017 -0.517 4.838
H: -3.088 -1.396 2.705
H: -2.391 -1.872 4.328
H: -1.483 -0.894 3.166
C: 2.273 -3.025 -7.770
C: 2.048 -4.105 -6.731
N: 1.652 -3.580 -5.433
C: 2.515 -3.216 -4.435
C: 1.792 -2.664 -3.428
N: 0.478 -2.789 -3.792
C: 0.404 -3.360 -5.009
C: -0.660 -2.393 -2.964
H: 1.454 -2.327 -7.957
H: 2.512 -3.455 -8.741
H: 3.103 -2.376 -7.466
H: 2.902 -4.779 -6.684
H: 1.281 -4.765 -7.146
H: 3.575 -3.385 -4.528
H: 2.168 -2.275 -2.497
H: -0.520 -3.494 -5.546
H: -1.590 -2.742 -3.410
H: -0.707 -1.319 -2.796
H: -0.570 -2.860 -1.985
C: -4.310 -4.420 0.665
C: -3.091 -3.967 -0.151
N: -3.530 -3.025 -1.188
C: -4.343 -3.242 -2.272
C: -4.357 -2.075 -2.990
N: -3.679 -1.145 -2.247
C: -3.182 -1.742 -1.152
C: -3.488 0.257 -2.538
H: -3.955 -5.048 1.485
H: -5.008 -5.016 0.082
H: -4.827 -3.564 1.098
H: -2.636 -4.838 -0.623
H: -2.338 -3.471 0.458
H: -4.795 -4.217 -2.346
H: -4.866 -1.778 -3.891
H: -2.577 -1.293 -0.380
H: -2.449 0.531 -2.725
H: -3.981 0.799 -1.730
H: -3.967 0.482 -3.491
C: 6.416 1.091 -4.273
C: 5.578 0.174 -5.168
N: 4.130 0.329 -4.899
C: 3.485 0.335 -3.681
C: 2.170 0.620 -3.927
N: 2.047 0.788 -5.299
C: 3.223 0.514 -5.854
C: 0.784 1.100 -5.959
H: 6.534 2.063 -4.743
H: 7.378 0.596 -4.138
H: 6.031 1.194 -3.259
H: 5.775 -0.901 -5.091
H: 5.816 0.269 -6.229
H: 4.006 0.073 -2.778
H: 1.348 0.721 -3.233
H: 3.440 0.576 -6.910
H: 0.050 1.200 -5.157
H: 0.381 0.326 -6.608
H: 0.820 2.075 -6.439
C: 6.002 -2.205 2.117
C: 5.980 -0.679 2.023
N: 4.736 -0.181 2.654
C: 3.484 -0.194 2.091
C: 2.632 0.380 2.971
N: 3.401 0.803 4.038
C: 4.660 0.429 3.851
C: 2.822 1.351 5.243
H: 6.851 -2.615 1.567
H: 5.119 -2.634 1.640
H: 6.103 -2.558 3.141
H: 5.996 -0.299 1.004
H: 6.798 -0.181 2.539
H: 3.329 -0.695 1.149
H: 1.585 0.633 2.928
H: 5.507 0.510 4.513
H: 1.788 1.639 5.073
H: 3.368 2.218 5.610
H: 2.854 0.602 6.036
C: -3.788 3.538 -0.053
C: -3.323 3.416 1.389
N: -3.510 4.724 2.052
C: -2.601 5.754 2.069
C: -3.232 6.787 2.692
N: -4.544 6.425 2.918
C: -4.666 5.140 2.563
C: -5.552 7.205 3.619
H: -3.731 2.543 -0.513
H: -3.211 4.130 -0.766
H: -4.839 3.803 -0.170
H: -2.247 3.253 1.478
H: -3.875 2.682 1.971
H: -1.602 5.568 1.713
H: -2.895 7.783 2.928
H: -5.538 4.513 2.654
H: -5.008 7.700 4.422
H: -6.346 6.556 3.976
H: -6.007 7.968 2.989
C: 1.069 -4.791 0.076
C: 2.425 -4.147 0.306
N: 2.982 -4.456 1.619
C: 2.579 -3.949 2.825
C: 3.282 -4.599 3.801
N: 4.091 -5.516 3.151
C: 3.965 -5.345 1.838
C: 5.151 -6.272 3.821
H: 0.733 -4.757 -0.959
H: 0.314 -4.328 0.708
H: 1.171 -5.858 0.287
H: 2.404 -3.061 0.177
H: 3.140 -4.502 -0.440
H: 1.813 -3.192 2.859
H: 3.104 -4.637 4.863
H: 4.292 -6.061 1.099
H: 4.689 -7.038 4.442
H: 5.789 -5.647 4.440
H: 5.747 -6.764 3.056
C: -0.631 0.813 0.542
C: 0.197 -0.340 -0.048
O: -0.118 -1.515 0.287
O: 1.124 -0.078 -0.880
H: -0.942 0.646 1.577
H: -1.536 0.877 -0.072
H: -0.235 1.824 0.666
Cl: 0.508 3.747 2.778
P: -5.927 0.013 0.887
F: -6.249 -0.964 -0.362
F: -7.514 0.112 1.188
F: -5.780 -1.340 1.794
F: -5.613 0.904 2.200
F: -4.341 0.003 0.557
F: -6.076 1.330 -0.041

Values from the calculation:
Orbital gap: 7.7 eV
HOMO level: -17.3 eV
Charge: +5

These are the Mulliken partial charges, in e, on atoms 1 to 5: C -0.11; C -1.02; N 0.40; C -0.47; C -0.85

Record 8
Below is a molecular structure, C37H47ClCsN11O7S6, with properties calculated with ωB97M-V/def2-TZVPD.

Cartesian coordinates (Å):
Cs: 2.237 -1.053 0.067
N: 4.094 -0.287 4.775
C: 3.983 -0.875 3.571
N: 3.226 -0.156 2.791
C: 2.835 0.872 3.591
N: 3.346 0.825 4.805
C: 1.871 1.895 3.189
C: 1.756 3.103 3.880
N: 0.787 3.970 3.616
C: -0.045 3.656 2.625
C: 0.114 2.499 1.872
N: 1.055 1.614 2.177
H: 4.364 -0.714 5.644
H: 4.483 -1.789 3.300
H: 2.452 3.366 4.666
H: -0.856 4.352 2.445
H: -0.510 2.256 1.017
O: 2.456 0.525 -3.987
S: 2.532 0.029 -2.597
O: 3.665 -0.900 -2.455
O: 2.697 1.179 -1.656
O: 1.275 -0.676 -2.210
C: -4.814 -0.630 3.056
C: -4.328 -0.375 1.633
S: -2.500 -0.289 1.489
C: -2.185 -1.602 0.279
C: -2.464 -3.010 0.787
S: -1.251 -3.600 2.026
C: -2.286 -3.791 3.512
C: -2.890 -2.499 4.051
S: -4.662 -2.363 3.605
H: -5.884 -0.422 3.124
H: -4.284 -0.001 3.772
H: -4.713 0.590 1.294
H: -4.686 -1.155 0.963
H: -1.129 -1.499 0.016
H: -2.789 -1.396 -0.607
H: -2.399 -3.705 -0.053
H: -3.450 -3.099 1.241
H: -1.596 -4.216 4.241
H: -3.064 -4.528 3.299
H: -2.385 -1.631 3.639
H: -2.832 -2.475 5.140
C: 1.103 6.213 -4.448
C: 1.061 4.744 -3.977
C: 2.390 4.100 -4.381
C: 1.024 4.739 -2.437
C: -0.227 4.032 -4.551
O: -1.383 4.574 -3.889
C: -0.500 4.335 -6.053
C: 0.399 3.810 -7.187
C: 0.263 2.334 -7.465
C: -0.885 1.852 -8.089
C: -1.045 0.502 -8.354
C: -0.037 -0.373 -7.980
Cl: -0.231 -2.071 -8.317
C: 1.110 0.077 -7.355
C: 1.260 1.436 -7.114
C: -0.303 2.491 -4.314
N: -0.886 2.125 -3.037
C: -0.327 1.834 -1.839
N: -1.286 1.570 -0.966
C: -2.417 1.663 -1.696
N: -2.229 1.990 -2.950
H: 1.931 6.718 -3.947
H: 0.191 6.768 -4.204
H: 1.275 6.288 -5.523
H: 3.196 4.607 -3.844
H: 2.593 4.197 -5.448
H: 2.443 3.048 -4.115
H: 1.689 5.516 -2.051
H: 1.384 3.784 -2.064
H: 0.024 4.917 -2.046
H: -1.327 5.533 -3.936
H: -0.546 5.423 -6.153
H: -1.513 3.964 -6.234
H: 1.441 4.045 -6.984
H: 0.104 4.350 -8.093
H: -1.674 2.541 -8.370
H: -1.939 0.130 -8.836
H: 1.873 -0.607 -7.014
H: 2.137 1.760 -6.573
H: 0.667 1.997 -4.397
H: -0.970 2.065 -5.063
H: 0.743 1.758 -1.600
H: -3.398 1.482 -1.285
N: -2.721 -6.008 7.756
C: -1.568 -5.384 7.264
C: -1.556 -4.004 7.053
C: -0.421 -3.379 6.570
C: 0.723 -4.124 6.324
C: 0.736 -5.487 6.563
C: -0.409 -6.118 7.022
S: 2.156 -3.257 5.691
O: 2.133 -2.008 6.418
O: 3.318 -4.093 5.938
N: 1.926 -2.950 4.148
C: 2.067 -3.890 3.203
S: 2.094 -5.654 3.594
C: 2.190 -6.014 1.908
C: 2.216 -4.868 1.203
N: 2.155 -3.691 1.901
H: -3.573 -5.511 7.552
H: -2.783 -6.989 7.537
H: -2.452 -3.429 7.262
H: -0.388 -2.313 6.383
H: 1.649 -6.036 6.381
H: -0.407 -7.189 7.190
H: 2.227 -7.032 1.558
H: 2.285 -4.822 0.124

Values from the calculation:
Orbital gap: 6.3 eV
HOMO level: -2.9 eV
Charge: -2

These are the Mulliken partial charges, in e, on atoms 1 to 5: Cs 1.23; N 0.28; C -0.65; N -0.02; C 0.30

Record order is preserved below.
Maximum force: 0.1030; 0.0235; 0.0306; 0.0255; 0.0864; 0.0650; 0.0611; 0.0551 Eh/bohr